This record from the OMol25 dataset describes the molecule C5H10O. The level of theory is ωB97M-V/def2-TZVPD.

Each atom is followed by the atoms it is bonded to, with distances in Å.
Geometry (Å):
1 O -1.86190 0.04915 0.80552  C2 1.424, H7 0.966
2 C -1.06137 0.18721 -0.36426  O1 1.424, C3 1.533, C6 1.545, H8 1.100
3 C -0.18612 -1.05300 -0.57755  C2 1.533, C4 1.530, H9 1.097, H10 1.099
4 C 0.88017 -0.85395 0.50159  C3 1.530, C5 1.533, H11 1.093, H12 1.097
5 C 1.30165 0.59187 0.21417  C4 1.533, C6 1.549, H13 1.094, H14 1.097
6 C -0.03953 1.30971 -0.07755  C2 1.545, C5 1.549, H15 1.094, H16 1.095
7 H -2.43961 -0.71403 0.67773  O1 0.966
8 H -1.70102 0.41231 -1.22995  C2 1.100
9 H -0.73674 -2.00165 -0.54104  C3 1.097
10 H 0.28665 -0.98512 -1.56717  C3 1.099
11 H 1.69938 -1.57766 0.47626  C4 1.093
12 H 0.39847 -0.90576 1.48538  C4 1.097
13 H 1.88407 1.05701 1.01565  C5 1.094
14 H 1.92919 0.60468 -0.68595  C5 1.097
15 H -0.39383 1.87614 0.78853  C6 1.094
16 H 0.04055 2.00309 -0.92136  C6 1.095

Properties
SMILES: OC1CCCC1
DFT total energy: -271.74674 hartree
Frontier orbital gap: 11.214 eV